Molecular formula: C3H11N2
Method: DFT, wB97M-V/def2-TZVPD

Its energy above the lowest of the compared OMol25 structures with the same formula, charge and spin is 12.8386 eV. The frontier orbital gap is 2.1 eV. The HOMO energy comes out at -0.4022 Ha. As for the net charge: +1.

XYZ file:
```
16
Properties=species:S:1:pos:R:3:forces:R:3
H -14.507 -1.227 -0.196 1.1 2.2 -0.2
H 2.349 -0.730 -1.653 0.4 -1.5 0.7
C 2.064 0.231 -1.265 -0.6 1.3 -2.8
H 1.394 -0.653 2.187 0.0 0.2 -0.9
C 1.310 -0.718 1.083 -0.9 -2.2 -0.9
H 4.123 -0.579 0.958 -1.3 0.7 -0.3
H 3.681 0.980 1.530 0.4 0.5 0.3
N 0.714 0.313 -1.540 1.9 0.2 -0.6
H -13.501 0.766 -0.411 -1.1 -2.2 0.2
H 1.532 -1.783 0.744 0.4 1.2 0.6
C 2.067 0.321 0.334 4.0 -0.9 3.6
N 3.595 0.303 0.802 -3.6 0.3 -1.9
H 0.278 -0.694 0.736 -0.5 0.4 0.4
H 0.497 1.183 -2.064 -0.1 0.0 0.4
H 1.573 1.300 0.354 1.1 0.1 1.3
H 2.833 0.988 -1.598 -1.3 -0.4 0.0
```
Positions in Å, forces in eV/Å.


Molecular formula: C2H6FOP
Method: DFT, wB97M-V/def2-TZVPD

Its energy above the lowest of the compared OMol25 structures with the same formula, charge and spin is 3.7707 eV. The frontier orbital gap is 11.0 eV. The SMILES is OC[C@@H](F)P. The HOMO energy comes out at -0.3738 Ha. As for the net charge: 0.

XYZ file:
```
11
Properties=species:S:1:pos:R:3:forces:R:3
H -0.951 1.433 0.114 -0.2 -1.0 0.8
H -2.320 -0.274 -0.986 0.0 -0.8 -0.4
H 1.789 0.732 1.425 -1.8 -0.5 1.0
C -0.390 0.563 -0.238 3.0 0.8 -2.4
O 0.927 0.334 1.757 1.9 0.7 -0.1
P -1.093 -0.292 -1.725 -0.1 0.0 1.0
H -0.529 -1.523 -1.221 -0.8 0.1 -0.5
C 0.451 -0.401 0.640 -0.1 1.9 1.0
F 0.734 1.423 -0.904 -1.0 -1.0 1.0
H 0.018 -1.329 0.994 -0.8 0.1 -0.1
H 1.363 -0.666 0.144 0.0 -0.4 -1.4
```
Positions in Å, forces in eV/Å.


Molecular formula: C3H7O3
Method: DFT, wB97M-V/def2-TZVPD

Its energy above the lowest of the compared OMol25 structures with the same formula, charge and spin is 2.1756 eV. The frontier orbital gap is 8.4 eV. The HOMO energy comes out at -0.1525 Ha. As for the net charge: -1.

XYZ file:
```
13
Properties=species:S:1:pos:R:3:forces:R:3
H -0.549 -1.185 0.955 -3.2 1.1 1.1
H -1.380 0.197 3.013 -1.2 1.5 -1.9
H 2.324 0.185 -2.557 -0.2 0.7 1.1
H -1.141 1.007 1.423 1.3 1.7 -1.8
C 1.685 0.537 -1.686 1.9 0.8 -1.1
H 1.226 1.513 -1.966 -0.2 -0.9 0.0
O 0.910 -1.776 -1.662 0.6 0.0 -1.3
H -2.825 0.286 1.747 1.1 1.0 0.1
C 0.715 -0.593 -1.376 -0.9 0.4 3.4
O -0.163 -0.216 -0.517 0.3 0.1 -0.8
H 2.328 0.857 -0.775 -0.9 -1.1 -1.4
O -1.432 -1.067 1.570 3.4 -2.5 -2.8
C -1.697 0.254 1.831 -1.9 -2.9 5.4
```
Positions in Å, forces in eV/Å.


Molecular formula: C8H15BF3O6S
Method: DFT, wB97M-V/def2-TZVPD

The frontier orbital gap is 8.8 eV. The HOMO energy comes out at -0.2173 Ha. As for the net charge: -1.

XYZ file:
```
34
Properties=species:S:1:pos:R:3:forces:R:3
C -1.787 -1.084 0.321 0.0 0.7 0.6
H -1.974 -0.969 -2.053 -0.6 0.2 -0.6
O -1.325 -3.392 1.488 0.0 -2.3 -1.9
C 2.165 4.192 1.927 -0.5 0.0 0.9
C -0.864 -2.430 0.476 0.8 1.7 -0.7
O 4.266 5.005 -0.629 -1.6 -0.9 1.5
S -1.518 1.455 -1.205 -2.4 2.2 3.7
F 1.192 -4.774 1.044 -3.9 -2.4 -1.7
H -2.143 -4.863 0.017 1.6 0.4 1.6
H -1.381 1.826 -3.705 1.2 0.3 1.9
F 0.068 -6.874 1.170 -0.2 4.2 -1.8
C 1.891 3.119 0.924 -1.0 -0.9 0.4
C -1.442 -4.758 0.955 -0.6 -0.1 1.2
C 3.445 4.510 0.124 1.2 0.6 -1.5
H -0.768 -2.960 -0.568 -0.2 1.0 1.9
H -1.473 -0.237 1.101 -0.8 -2.2 -1.2
H -0.667 3.320 -2.803 -0.2 -2.6 0.4
H 1.385 4.960 1.942 0.1 -0.1 0.0
B -1.395 -0.432 -1.173 0.8 -1.4 1.0
O -3.037 1.799 -1.127 3.9 -0.4 -1.2
O 3.369 4.772 1.462 0.5 0.1 -0.9
O 2.482 3.621 -0.260 1.1 1.1 0.0
H 2.371 2.170 1.184 0.0 0.1 0.0
H -0.243 -0.715 -1.325 0.7 0.4 -0.2
C -0.711 2.131 -2.794 0.2 1.0 -1.2
O -0.799 2.073 0.056 -1.2 -1.4 -3.8
H -2.943 -1.263 0.366 2.2 0.0 0.3
H 2.292 3.794 2.938 0.1 0.2 -0.2
H 0.379 1.726 -2.961 -2.2 0.6 0.7
H 0.820 2.948 0.779 0.3 -0.1 -0.2
H 0.219 -2.073 0.830 -2.3 -0.8 -1.0
F 0.078 -5.702 -0.909 0.1 0.7 4.6
C -0.022 -5.486 0.581 1.8 -1.2 -0.6
H -1.930 -5.411 1.827 1.3 1.4 -1.9
```
Positions in Å, forces in eV/Å.


> Number 4 is which compound?

C8H15BF3O6S


> Look up the net charge of the third one.

-1


> Which of these has the lowest frontier orbital gap?

C3H11N2